C54H130N14O10 | ωB97M-V/def2-TZVPD

Geometry as XYZ:
```
208
Properties=species:S:1:pos:R:3:forces:R:3
O 1.040 3.991 -7.008 -1.4 -1.1 1.4
O 1.241 3.281 3.054 2.4 -0.3 -1.7
O -4.248 -1.637 -2.239 1.0 -1.2 -0.1
O 2.311 4.910 -0.031 -2.3 0.4 1.2
O -2.525 1.615 -4.689 0.3 0.2 -0.2
O -1.192 1.053 6.666 2.3 -0.1 -0.1
O -0.699 -1.352 -1.665 0.4 -0.7 0.3
O -2.315 5.359 0.651 0.9 0.1 0.7
O -5.032 4.897 -6.171 0.3 -0.8 0.8
O -4.963 3.442 -2.110 -0.2 0.2 -1.1
N 0.470 0.357 5.242 -1.0 -0.8 -1.0
N 1.862 -3.322 4.914 0.3 -0.4 -0.1
N 1.215 3.329 -4.859 0.3 0.0 0.3
N 4.849 -1.531 0.221 0.0 0.4 0.7
N 0.898 -4.593 -3.732 -0.6 -2.2 -0.3
N -3.561 5.664 -4.669 0.8 -0.3 1.1
N -0.699 0.675 -0.600 1.0 0.5 1.2
N -3.243 -0.095 -6.003 -0.6 -0.1 -2.6
N 3.529 3.513 3.103 -0.2 -0.2 -0.2
N -4.585 2.485 -0.116 0.8 -0.8 -0.5
N -3.435 -1.557 3.030 0.2 1.2 -0.7
N 4.002 4.044 -1.159 1.6 -2.7 -1.0
N -4.336 -3.904 -1.916 0.4 -0.2 0.7
N -0.832 6.209 2.199 0.0 -0.4 0.4
C -3.659 -2.705 -2.036 -1.6 0.3 0.4
C 5.620 -2.746 0.529 0.8 0.4 0.5
C -3.192 0.613 -4.889 0.1 0.5 1.2
C 2.373 3.174 2.518 -2.1 -0.3 1.4
C -0.399 -0.327 4.298 -0.9 1.4 -0.1
C 2.027 -2.947 2.454 -0.9 -1.2 0.4
C -4.803 3.536 -0.920 0.1 0.3 0.7
C -1.291 -3.844 -4.557 0.9 0.3 -0.1
C -1.176 5.498 1.123 -0.8 -0.5 -1.1
C 1.071 -4.046 -2.426 -0.3 0.6 2.0
C -5.783 -3.952 -2.147 0.0 -1.0 -0.8
C -1.055 2.097 -0.654 -0.1 -0.1 -0.7
C -4.250 2.618 1.280 -0.3 0.2 0.3
C -4.350 4.704 -5.160 -1.6 0.9 -1.5
C -5.342 -3.245 2.886 1.3 0.2 0.2
C -0.428 -5.093 -4.173 -1.8 2.6 0.2
C 4.891 -0.702 2.649 -0.5 0.9 -0.7
C 5.220 4.219 -1.971 -1.3 0.8 -0.6
C 0.544 3.062 -3.611 -0.2 -1.0 -0.3
C 3.546 -0.776 -1.763 -0.9 0.3 -0.8
C 3.601 2.609 -1.094 -0.3 1.1 0.1
C 4.883 -1.099 -1.183 1.0 -0.2 0.7
C 0.870 -5.259 6.136 -0.2 -0.3 0.8
C 2.676 3.495 -4.830 -1.1 -0.5 -0.4
C -4.028 -2.725 3.633 -0.8 -1.1 -0.6
C -1.050 -0.182 -1.541 -0.7 0.5 -1.3
C 0.497 3.526 -5.983 1.8 1.4 -2.1
C 0.584 6.372 2.618 -0.8 0.8 0.7
C -4.289 -0.383 3.116 0.1 0.1 0.8
C 5.144 -4.037 -0.114 -0.5 0.6 -0.2
C 1.850 0.223 4.931 0.8 -0.3 1.1
C -3.948 -1.397 -6.042 1.4 0.6 -0.1
C 0.918 -3.757 5.999 1.2 0.9 -0.6
C 4.781 3.123 2.508 0.9 0.6 0.0
C 3.847 -3.027 6.407 -0.1 0.4 -0.3
C -1.839 6.997 2.922 0.3 0.9 -0.2
C 3.551 4.123 4.399 0.5 0.4 1.1
C -2.626 5.303 -3.596 -0.8 0.9 -0.1
C -4.532 1.130 -0.670 -0.9 -0.5 1.0
C 5.159 -0.390 1.144 -0.2 -1.1 0.7
C 3.425 -4.896 -4.152 -1.1 -0.4 -0.5
C -1.700 -2.688 1.729 -0.5 -0.1 0.4
C 0.009 0.944 6.371 -1.7 -0.1 -0.6
C -3.557 7.038 -5.110 0.7 1.0 -0.2
C 0.875 -5.158 -1.363 0.0 -1.0 0.8
C -4.777 -0.098 4.551 0.3 0.7 -0.1
C 3.284 5.063 -0.697 1.7 0.0 -0.5
C 1.492 -3.898 3.611 0.6 1.1 -0.3
C -2.567 0.335 -7.303 -0.2 -1.1 1.5
C -2.862 -1.697 1.660 0.3 -0.8 1.2
C 1.955 -5.425 -4.221 1.8 0.4 -0.7
C -3.727 -5.154 -1.420 0.2 -0.1 -1.0
C 3.317 -3.682 5.138 -1.7 0.8 1.0
C 0.210 0.267 0.456 -0.8 -0.6 1.2
H 1.488 -6.042 -1.541 0.0 0.0 -0.4
H -4.828 4.483 -0.358 0.0 0.1 -0.1
H 1.936 -4.892 3.549 0.2 -0.3 -0.5
H 4.103 -4.152 0.191 -0.2 -0.2 -0.3
H -4.366 7.382 -5.753 0.0 -0.9 -0.1
H -5.149 0.563 0.026 -0.1 -0.5 0.0
H -3.243 0.256 -8.154 -0.3 0.3 0.3
H -5.639 -4.270 3.109 0.0 0.1 0.6
H 5.685 -4.937 0.180 0.2 0.3 0.2
H 3.271 2.242 -2.066 0.4 0.1 -0.3
H -1.648 8.046 2.695 0.2 0.3 0.2
H 4.255 3.633 5.072 0.0 -0.6 -0.1
H -3.949 -0.003 5.254 0.3 -0.2 -0.2
H -0.149 -5.490 -1.193 -0.2 0.1 -0.6
H 6.011 3.498 -1.764 -0.1 0.2 0.4
H -0.221 -1.400 4.231 0.0 0.1 0.2
H -6.145 -2.546 3.117 -0.1 -0.2 -0.1
H -4.999 2.118 1.892 -0.1 -0.1 0.1
H 2.154 -0.822 4.998 0.0 -0.2 0.0
H 0.395 -3.239 -2.144 -0.5 0.1 -0.6
H 3.409 -4.767 5.171 0.3 -0.2 -0.1
H -0.341 0.318 1.396 -0.1 0.1 0.1
H -3.807 0.178 -4.086 -0.1 -0.1 0.0
H 2.733 2.426 -0.462 0.2 0.4 0.3
H 4.461 2.037 -0.745 -0.1 -0.1 -0.1
H -3.280 2.186 1.527 0.2 -0.1 -0.2
H 3.895 -3.282 4.305 -0.2 -0.1 -0.1
H 5.632 -2.897 1.608 -0.3 0.1 0.0
H -2.096 1.314 -7.227 -0.4 -0.1 0.2
H -3.971 -5.518 -0.421 -0.5 0.7 0.2
H 4.517 0.449 0.875 -0.3 -0.2 -0.1
H 3.950 5.137 4.387 -0.3 0.3 -0.4
H -0.909 -5.589 -3.331 0.2 -0.1 0.1
H -0.912 -3.410 -5.483 0.1 -0.3 -0.3
H -3.224 -3.451 3.753 -0.2 -0.5 -0.4
H 5.385 2.596 3.245 0.0 -0.2 0.0
H -2.741 4.270 -3.267 -0.1 0.0 -0.4
H -4.417 3.820 -4.506 0.2 -0.1 -0.4
H 0.420 -4.090 3.569 -0.1 0.5 -0.1
H -1.706 0.278 -2.296 -0.1 0.0 0.1
H 5.360 3.989 2.188 0.1 0.3 0.2
H -1.180 -2.543 2.675 0.2 0.1 -0.1
H 5.217 0.138 3.263 0.0 0.3 -0.2
H -4.198 3.659 1.598 -0.1 0.1 -0.3
H -1.235 2.581 0.306 0.1 -0.5 0.2
H -2.463 -0.757 1.280 -0.4 0.4 0.4
H 2.361 0.757 5.731 0.6 0.2 -0.4
H -2.147 -3.680 1.797 0.4 -0.3 -0.4
H 5.555 -0.249 -1.300 -0.1 0.6 0.2
H -2.321 -4.138 -4.758 0.0 0.2 0.5
H -2.566 -2.740 -1.911 -0.1 -0.2 0.1
H -5.208 0.903 4.547 -0.3 0.0 0.0
H 6.675 -2.578 0.314 0.4 0.0 -0.4
H 4.935 -3.034 6.331 0.0 -0.1 0.6
H 0.612 1.997 -3.390 0.1 -0.3 0.2
H 3.782 6.007 -0.969 -0.4 0.4 0.2
H 3.804 -0.722 2.725 0.1 -0.5 0.5
H -1.000 -2.572 0.901 -0.1 -0.2 -0.1
H -1.970 2.201 -1.239 0.1 0.1 -0.1
H 1.507 -3.116 1.511 -0.2 -0.3 -0.1
H -4.970 0.945 -1.651 0.1 0.8 0.0
H -5.187 -3.274 1.808 0.0 0.3 -0.1
H 0.887 1.313 6.923 -0.4 0.3 0.6
H -1.118 -3.013 -3.873 -0.8 -0.2 0.5
H 1.163 -4.905 -0.343 0.3 0.9 -0.2
H 2.793 -1.563 -1.717 0.3 -0.3 0.2
H -0.305 0.148 3.322 0.7 -0.2 -0.2
H 5.226 -3.954 -1.198 -0.2 -0.1 -0.1
H -6.042 -4.660 -2.934 0.7 0.1 -1.0
H -2.905 5.931 -2.749 0.5 0.0 0.3
H 0.986 3.578 -2.758 -0.1 0.5 -0.2
H 5.378 -1.550 3.130 -0.2 -0.2 -0.5
H -4.644 -1.504 -6.874 0.0 0.3 0.1
H 1.816 -5.630 6.531 0.1 0.0 -0.1
H -4.429 -1.642 -5.094 0.0 0.3 0.0
H 3.512 -1.991 6.435 0.2 0.2 -0.3
H 3.107 2.576 -4.431 0.1 0.1 0.6
H 6.164 0.029 1.079 0.6 -0.4 -0.5
H -5.484 -0.778 5.028 -0.1 -0.1 -0.5
H 3.658 -0.522 -2.817 0.1 0.0 -0.2
H -3.552 7.773 -4.305 -0.3 -0.5 0.8
H -3.105 -2.072 -6.190 -0.4 -0.8 -0.1
H -3.597 -2.056 0.940 -0.3 0.1 -0.3
H 3.078 3.528 -5.842 -0.3 0.6 0.0
H -1.793 -0.411 -7.485 0.3 0.0 -0.1
H -0.521 3.252 -3.747 0.1 0.3 0.3
H -1.791 6.882 4.005 0.2 -0.3 -0.1
H 3.040 0.086 -1.329 0.3 0.0 0.4
H 3.468 -3.414 7.353 0.3 -0.6 -0.1
H -2.638 -5.174 -1.453 0.1 0.7 -0.1
H 0.538 6.511 3.699 0.1 -0.1 0.1
H 4.722 2.524 1.599 -0.6 -0.2 0.2
H 4.920 4.103 -3.012 0.2 -0.3 -0.2
H -1.435 -0.049 4.493 -0.1 -0.7 0.6
H -0.573 -5.686 -5.076 1.6 -0.5 0.3
H 0.680 -5.791 5.204 -0.1 0.2 0.0
H -3.563 0.632 -0.642 0.3 0.4 0.0
H -5.112 -0.403 2.402 -0.5 -0.3 -0.1
H -3.710 0.479 2.785 0.2 0.0 0.2
H 3.476 -4.056 -4.846 0.4 0.2 0.3
H 1.228 -3.226 6.899 0.5 -0.5 0.3
H 0.452 -0.792 0.375 0.3 0.2 -0.4
H 3.816 -4.673 -3.159 -0.3 0.2 -0.1
H 2.054 -3.606 -2.257 0.2 -0.3 -0.6
H -6.158 -2.981 -2.471 -0.1 -0.1 0.7
H 5.462 -1.798 -1.788 -0.5 -0.6 -0.1
H 0.117 -5.579 6.857 -0.1 0.0 0.0
H 1.688 -5.660 -5.252 0.2 -0.1 0.0
H -0.323 5.023 0.613 0.2 0.0 0.2
H -0.569 3.255 -5.921 0.1 0.1 0.1
H -4.013 -5.972 -2.082 -0.2 0.0 -0.2
H 2.607 2.731 1.537 -0.7 0.0 0.0
H -6.345 -4.542 -1.423 0.1 1.1 1.2
H 1.917 -6.364 -3.670 -0.3 -0.2 0.2
H 0.979 7.310 2.226 0.1 0.0 -0.2
H 2.578 4.120 4.890 0.0 -0.1 -0.4
H 2.134 0.555 3.932 -0.2 0.5 0.0
H -2.605 7.304 -5.569 0.1 -0.3 -0.6
H 1.290 5.558 2.454 -0.7 -0.1 -0.5
H -2.877 6.884 2.610 0.3 -0.8 -0.3
H -0.031 -3.238 5.869 -0.3 -0.5 -0.7
H -0.248 2.632 -1.155 -0.1 0.2 0.1
H 4.032 -5.706 -4.557 0.1 0.1 -0.1
H -1.614 5.513 -3.941 0.2 0.0 0.2
H 1.077 0.897 0.654 0.1 0.1 -0.7
H 1.820 -1.903 2.688 0.3 0.0 0.3
H 5.540 5.259 -1.906 0.4 -0.2 0.3
H 2.870 4.388 -4.236 0.6 -0.1 -0.1
H -4.313 -2.554 4.671 0.1 0.5 -0.1
H 3.077 -3.141 2.238 0.0 0.3 0.2
```
Forces are in eV/Å.

LUMO level (spin up / spin down): -0.0836 / -0.2402 Eh
Frontier orbital gap (spin up / spin down): 7.165 / 2.903 eV
Highest occupied orbital energy (spin up / spin down): -9.439 / -9.439 eV
Multiplicity: 2
F_max: 3.34 eV Å⁻¹
Charge: +1
Total energy: -99432.254 eV

=====

C4H3N4P | ωB97M-V/def2-TZVPD

Geometry as XYZ:
```
12
Properties=species:S:1:pos:R:3:forces:R:3
P 0.626 2.347 0.057 1.9 -0.5 1.0
N 1.369 1.008 0.410 0.6 0.4 -0.3
N -0.767 1.940 -0.511 0.6 -3.2 -1.0
N -2.450 -1.624 0.610 1.0 0.9 -0.5
N 2.153 -2.353 -0.189 0.8 -1.0 -0.3
C -1.591 -1.010 0.117 -1.9 -1.4 0.0
C 1.606 -1.382 0.037 -0.7 1.1 -0.3
C -0.473 -0.415 -0.446 0.7 3.3 -2.3
C 0.689 -0.271 0.409 2.3 -0.1 0.9
H -1.548 2.474 -0.391 -2.9 1.6 0.2
H -0.194 -0.137 -1.534 -1.3 -1.2 1.7
H 0.579 -0.578 1.433 -1.1 0.2 0.9
```
Forces are in eV/Å.

LUMO level (spin up / spin down): -0.1099 / -0.0935 Eh
Frontier orbital gap (spin up / spin down): 6.951 / 7.657 eV
Highest occupied orbital energy (spin up / spin down): -9.942 / -10.202 eV
F_max: 4.08 eV Å⁻¹
Total energy: -19441.023 eV

=====

C11H12ClF16O2S2 | ωB97M-V/def2-TZVPD

Geometry as XYZ:
```
44
Properties=species:S:1:pos:R:3:forces:R:3
Cl -6.870 -3.054 -3.515 0.0 0.0 0.0
S -6.375 -4.171 -1.941 0.1 0.0 0.1
S -7.596 -5.791 -1.937 0.0 0.0 -0.1
F 5.063 5.769 0.840 0.0 0.0 0.0
F 0.734 0.193 0.236 0.0 0.0 -0.1
F 4.180 0.280 0.129 0.0 0.0 0.0
F 5.605 3.321 3.278 0.0 0.0 0.0
F -1.954 -1.546 1.647 0.0 0.0 0.0
F 3.322 1.853 3.137 0.0 0.0 0.0
F -3.860 -0.148 0.222 0.0 0.0 0.0
F -1.340 0.831 0.245 -0.1 0.0 0.0
F 3.678 -0.269 2.729 0.0 0.0 0.0
F 5.556 1.249 1.503 0.0 0.0 0.0
F 5.565 5.499 3.462 0.0 0.0 0.0
F 3.524 4.645 1.933 0.0 0.0 0.0
F -5.312 -1.171 -1.047 -0.1 -0.1 -0.1
F -0.527 -0.192 2.610 0.0 0.0 0.0
F -3.512 -1.617 -2.931 0.0 0.0 0.0
F -2.995 -2.505 -0.999 0.0 0.0 0.0
O 3.953 2.445 0.466 -0.1 0.1 0.3
O -0.744 -1.061 -0.817 -0.3 -0.2 0.2
C 4.778 4.578 1.450 0.0 0.0 0.0
C 5.780 4.478 2.607 0.0 0.0 0.0
C -1.658 -0.720 -1.835 0.2 0.1 -0.2
C 4.874 3.516 0.347 0.1 -0.1 -0.2
C -4.767 -4.806 -2.451 -0.1 0.1 -0.1
C -3.056 -1.326 -1.666 0.0 0.0 0.0
C -0.705 -1.036 1.578 0.0 0.0 -0.1
C 3.301 0.909 2.180 0.0 0.0 0.0
C -4.153 -0.452 -1.047 0.1 0.1 0.0
C -0.545 -0.249 0.267 0.2 0.1 0.0
C 4.289 1.266 1.060 0.0 -0.1 -0.2
H 5.899 3.166 0.236 0.0 0.0 0.1
H -1.729 0.356 -1.992 0.0 0.0 0.0
H -4.043 -4.040 -2.183 0.0 0.0 0.0
H 4.588 4.034 -0.567 0.0 0.0 0.0
H -4.607 -5.722 -1.891 0.1 0.0 0.1
H 0.026 -1.844 1.627 0.0 0.0 0.0
H 2.294 0.812 1.777 0.0 0.1 0.0
H -7.122 -6.321 -3.084 0.0 0.0 0.0
H -4.307 0.458 -1.631 0.0 0.0 0.0
H -1.260 -1.170 -2.743 0.0 0.0 0.0
H 6.807 4.532 2.236 0.0 0.0 0.0
H -4.779 -4.979 -3.523 0.0 -0.1 -0.1
```
Forces are in eV/Å.

LUMO level: -0.1918 Eh
Frontier orbital gap: 7.682 eV
Highest occupied orbital energy: -12.900 eV
F_max: 0.43 eV Å⁻¹
Charge: +1
Total energy: -93361.771 eV

=====

C2H5O2S | ωB97M-V/def2-TZVPD

Geometry as XYZ:
```
10
Properties=species:S:1:pos:R:3:forces:R:3
S 1.932 0.679 0.213 -1.2 -0.1 0.0
O 0.291 -1.693 -0.786 0.1 -0.4 -0.6
O -1.534 -2.560 0.224 0.3 0.1 0.0
C -0.955 -1.820 -0.529 -1.5 -0.6 0.5
C 0.342 1.630 0.519 1.1 -1.2 -0.2
H 1.274 -0.456 -0.183 0.9 1.0 0.4
H -1.569 -1.117 -1.158 0.6 0.2 -0.2
H -0.237 1.558 -0.395 0.0 0.6 -0.1
H 0.690 2.619 0.785 -0.4 0.2 -0.1
H -0.234 1.158 1.310 0.2 0.2 0.2
```
Forces are in eV/Å.

LUMO level (spin up / spin down): 0.0268 / -0.1563 Eh
Frontier orbital gap (spin up / spin down): 10.083 / 4.768 eV
Highest occupied orbital energy (spin up / spin down): -9.355 / -9.022 eV
Multiplicity: 2
F_max: 1.68 eV Å⁻¹
Total energy: -17082.255 eV